The following is a DFT calculation (ωB97M-V/def2-TZVPD) of 2 unconnected molecules or ions with the total composition C2H2Cl2P in a non-equilibrium geometry.

Output
Charge = +1
E_LUMO = -8.0 eV
Energy above the lowest of the compared OMol25 structures with the same formula, charge and spin = 15.2 kcal per mole
Molecular weight = 127.92 g/mol
HOMO-LUMO gap = 7.70 eV
Calculated total energy = -1338.76174 a.u.

Structure (XYZ):
```
7
Properties=species:S:1:pos:R:3:lowdin_charge:R:1
Cl -1.8058 2.0347 0.0117 0.30
Cl 2.3463 0.9528 -0.6924 0.41
P 1.2521 0.6501 0.8594 0.66
C 0.2909 -0.7151 0.4373 -0.47
C -0.1618 -1.8224 0.3727 0.16
H -1.2115 1.6747 -1.1185 -0.19
H -0.7102 -2.7748 0.1298 0.12
```